(1)
C38H36F5N4O3Sr as an isolated structure in a non-equilibrium geometry. Source: OMol25; level of theory: ωB97M-V/def2-TZVPD.

Its energy above the lowest of the compared OMol25 structures with the same formula, charge and spin is 3.71 kcal/mol. For the frontier orbital gap, the calculation gives 5.90 eV. As for the charge: -1.

Geometry (Å):
Sr -0.77 0.10 0.45
C -3.80 -2.94 1.82
C -2.59 -3.50 2.57
N -1.64 -2.47 2.96
C -2.11 -1.59 4.03
C -2.29 -2.23 5.41
C -0.27 -2.94 3.15
C 0.75 -1.95 2.59
N 0.55 -1.77 1.16
C 1.29 -2.35 0.22
C 0.81 -2.29 -1.13
F -0.43 -1.74 -1.32
C 1.50 -2.73 -2.22
F 0.94 -2.58 -3.44
C 2.74 -3.33 -2.11
C 3.22 -3.46 -0.82
F 4.43 -4.05 -0.63
C 2.55 -3.01 0.29
F 3.16 -3.19 1.49
H -4.38 -3.76 1.39
H -4.46 -2.36 2.47
H -3.47 -2.29 1.02
H -2.95 -4.08 3.44
H -2.07 -4.20 1.93
H -1.41 -0.75 4.11
H -3.06 -1.14 3.72
H -1.34 -2.58 5.83
H -2.70 -1.48 6.10
H -2.98 -3.07 5.38
H -0.04 -3.13 4.21
H -0.15 -3.88 2.62
H 0.60 -0.99 3.09
H 1.75 -2.30 2.86
H 3.30 -3.68 -2.97
C 1.17 0.72 -7.07
C 1.54 1.90 -6.18
C 2.92 2.47 -6.48
C 4.01 1.47 -6.10
C 3.86 1.06 -4.65
C 4.93 0.63 -3.91
C 4.75 0.24 -2.58
F 5.83 -0.21 -1.91
C 3.54 0.30 -1.97
C 2.44 0.77 -2.70
C 1.13 0.85 -2.03
O 1.10 0.66 -0.80
C 0.00 1.11 -2.88
C 0.25 1.46 -4.17
N 1.46 1.52 -4.76
C 2.59 1.13 -4.04
C -1.49 1.02 -2.51
O -2.28 1.03 -3.45
O -1.76 0.91 -1.26
H 1.24 1.00 -8.12
H 0.15 0.39 -6.86
H 1.84 -0.13 -6.89
H 0.81 2.69 -6.32
H 3.06 3.39 -5.91
H 2.98 2.72 -7.54
H 5.00 1.90 -6.26
H 3.94 0.59 -6.74
H 5.92 0.57 -4.35
H 3.40 0.00 -0.94
H -0.60 1.68 -4.81
C -5.54 0.76 3.64
C -5.17 0.50 2.33
C -3.89 0.81 1.88
C -2.92 1.38 2.73
C -3.33 1.65 4.05
C -4.60 1.34 4.49
N -1.63 1.54 2.27
C -0.83 2.54 2.77
C 0.58 2.39 2.75
C 1.43 3.38 3.20
C 0.94 4.58 3.70
C -0.44 4.76 3.72
C -1.31 3.78 3.27
H -6.54 0.52 4.00
H -5.88 0.06 1.64
H -3.64 0.64 0.83
H -2.61 2.07 4.75
H -4.87 1.55 5.53
H 1.00 1.45 2.38
H 2.51 3.21 3.16
H 1.61 5.34 4.06
H -0.86 5.69 4.09
H -2.38 3.96 3.26

(2)
A 2-piece molecular cluster, C38H36N4O3S overall in a non-equilibrium geometry. Source: OMol25; level of theory: ωB97M-V/def2-TZVPD.

Its energy above the lowest of the compared OMol25 structures with the same formula, charge and spin is 16.66 kcal/mol. For the frontier orbital gap, the calculation gives 2.62 eV.

Geometry (Å):
C 2.34 5.54 -1.19
N 2.08 4.14 -1.47
C 3.08 3.26 -1.78
O 4.27 3.54 -1.88
C 2.41 1.90 -1.98
C 3.07 0.76 -1.18
C 4.48 0.50 -1.58
C 5.00 0.10 -2.80
N 6.38 0.16 -2.75
C 6.78 0.55 -1.47
C 8.04 0.84 -0.97
C 8.13 1.31 0.34
C 6.97 1.54 1.11
C 5.70 1.27 0.59
C 5.60 0.76 -0.70
N 1.02 2.16 -1.61
C 0.14 1.15 -1.53
C -1.19 1.32 -1.15
C -2.11 0.31 -0.91
C -3.53 0.56 -0.83
C -4.48 -0.47 -1.08
C -5.85 -0.23 -0.95
C -6.33 1.02 -0.55
C -5.42 2.06 -0.34
C -4.05 1.84 -0.49
C 0.76 3.57 -1.26
C 0.32 3.77 0.20
C -0.25 4.30 -2.17
H 3.40 5.75 -1.38
H 1.71 6.16 -1.83
H 2.09 5.76 -0.14
H 2.47 1.64 -3.06
H 3.05 1.03 -0.11
H 2.46 -0.15 -1.29
H 4.46 -0.18 -3.70
H 7.00 -0.03 -3.52
H 8.92 0.69 -1.61
H 9.11 1.50 0.79
H 7.06 1.94 2.12
H 4.78 1.45 1.16
H 0.52 0.16 -1.80
H -1.52 2.35 -1.04
H -1.75 -0.73 -0.88
H -4.12 -1.46 -1.37
H -6.56 -1.04 -1.15
H -7.39 1.17 -0.38
H -5.78 3.04 -0.04
H -3.36 2.66 -0.31
H 1.10 3.45 0.89
H 0.10 4.83 0.37
H -0.59 3.20 0.42
H 0.16 4.42 -3.18
H -1.20 3.76 -2.24
H -0.45 5.29 -1.75
C -7.22 -2.56 3.32
C -6.52 -3.62 3.90
C -5.34 -4.10 3.32
C -4.86 -3.52 2.14
S -3.46 -4.28 1.28
C -2.06 -3.31 1.59
C -0.75 -3.81 1.55
C 0.26 -3.10 2.28
C 1.59 -3.45 2.21
C 2.01 -4.52 1.40
C 3.41 -4.82 1.23
N 4.55 -5.06 1.10
C 1.03 -5.31 0.77
C -0.31 -4.98 0.84
O -3.32 -5.59 1.89
O -3.86 -4.17 -0.12
C -5.54 -2.44 1.58
C -6.72 -1.96 2.16
H -8.14 -2.19 3.77
H -6.89 -4.10 4.81
H -4.80 -4.93 3.76
H -2.29 -2.34 2.05
H -0.07 -2.27 2.91
H 2.34 -2.89 2.77
H 1.36 -6.18 0.21
H -1.05 -5.60 0.33
H -5.16 -1.97 0.68
H -7.25 -1.12 1.70

(3)
C38H36O5PtS6 as an isolated structure in a non-equilibrium geometry. Source: OMol25; level of theory: ωB97M-V/def2-TZVPD.

Its energy above the lowest of the compared OMol25 structures with the same formula, charge and spin is 4.21 kcal/mol. For the frontier orbital gap, the calculation gives 5.57 eV. As for the charge: -2.

Geometry (Å):
Pt -1.20 -0.69 1.09
C 4.14 1.91 -1.64
C 3.22 0.70 -1.74
C 3.72 -0.29 -2.79
O 3.10 0.02 -0.50
C 1.71 -0.10 -0.13
C 1.03 0.22 -1.47
O 1.93 1.17 -2.06
C -0.48 0.56 -1.59
O -1.13 -0.47 -0.94
C -0.89 0.47 -3.09
C -2.06 -0.21 -3.42
C -2.50 -0.30 -4.73
C -1.77 0.29 -5.75
C -0.60 0.98 -5.44
C -0.17 1.07 -4.13
C -0.96 1.97 -1.18
C -2.22 2.08 -0.60
C -2.76 3.32 -0.30
C -2.05 4.48 -0.60
C -0.81 4.38 -1.20
C -0.26 3.13 -1.49
C 1.37 0.69 1.18
O 0.02 1.00 1.22
C 2.16 2.01 1.30
C 1.48 3.22 1.22
C 2.15 4.43 1.36
C 3.52 4.46 1.60
C 4.20 3.25 1.71
C 3.53 2.05 1.56
C 1.80 -0.15 2.40
C 2.73 -1.19 2.34
C 3.07 -1.90 3.49
C 2.50 -1.58 4.71
C 1.60 -0.52 4.78
C 1.25 0.18 3.64
H 5.13 1.60 -1.30
H 3.73 2.62 -0.93
H 4.22 2.38 -2.62
H 4.70 -0.67 -2.49
H 3.81 0.20 -3.76
H 3.03 -1.13 -2.87
H 1.52 -1.15 0.09
H 1.10 -0.71 -2.04
H -2.61 -0.66 -2.61
H -3.42 -0.83 -4.95
H -2.11 0.22 -6.78
H -0.03 1.45 -6.23
H 0.73 1.62 -3.90
H -2.77 1.18 -0.36
H -3.73 3.38 0.17
H -2.47 5.45 -0.36
H -0.24 5.27 -1.43
H 0.72 3.08 -1.94
H 0.41 3.19 1.06
H 1.59 5.36 1.28
H 4.04 5.40 1.72
H 5.27 3.25 1.92
H 4.08 1.12 1.66
H 3.18 -1.46 1.40
H 3.77 -2.72 3.42
H 2.75 -2.15 5.60
H 1.13 -0.27 5.73
H 0.52 0.98 3.68
S -0.36 -6.08 5.94
C -0.61 -4.89 4.79
S -1.19 -3.32 5.15
C -1.21 -2.66 3.54
C -0.78 -3.50 2.56
S -0.67 -3.12 0.87
S -0.31 -5.09 3.12
S -1.77 -1.02 3.29
O -5.27 -1.06 0.13
S -3.94 -1.74 0.21
C -3.85 -2.83 -1.27
C -4.31 -4.24 -0.87
C -5.08 -4.11 0.44
C -4.21 -3.18 1.28
H -2.82 -2.79 -1.64
H -4.51 -2.33 -1.98
H -3.43 -4.86 -0.71
H -4.91 -4.70 -1.67
H -5.24 -5.07 0.93
H -6.05 -3.64 0.27
H -3.23 -3.61 1.48
H -4.65 -2.79 2.20